{
  "formula": "C5H9N2O",
  "method": "wB97M-V/def2-TZVPD",
  "species": ["C", "C", "C", "C", "C", "N", "N", "O", "H", "H", "H", "H", "H", "H", "H", "H", "H"],
  "positions_angstrom": [[1.37, -0.24, 0.07], [2.74, -0.27, -0.03], [0.42, -1.47, 0.17], [-1.01, -0.99, -0.09], [-2.03, 1.50, -0.09], [-1.17, 0.44, 0.34], [0.63, 0.91, -0.03], [0.87, 2.05, -0.11], [3.28, 0.71, -0.18], [3.31, -1.20, 0.12], [0.74, -2.36, -0.41], [0.54, -1.81, 1.16], [-1.32, -1.18, -1.26], [-1.72, -1.51, 0.50], [-2.62, 1.41, -1.05], [-2.62, 1.51, 0.92], [-1.42, 2.51, -0.03]],
  "lowdin_charge": [-0.222, 0.239, -0.087, -0.159, -0.084, 0.003, -0.035, 0.198, 0.120, 0.113, 0.140, 0.105, 0.176, 0.109, 0.115, 0.141, 0.128],
  "largest_force_ev_per_a": 4.82,
  "relative_energy_kj_mol": 673.0,
  "orbital_gap_ev": [7.42, 7.42],
  "total_charge": 1,
  "energy_ha": -380.1955,
  "homo_energy_ev": [-14.1, -14.1],
  "e_lumo_ev": [-6.65, -6.65]
}